Density functional theory data (ωB97M-V/def2-TZVPD) for C35H79BrFN11O14S as an isolated structure.

Each line ends with the Löwdin charge.
Positions of all 142 atoms, in Å:
Br  4.441  0.904  -8.546  0.832
S  5.157  3.695  -9.069  0.812
F  5.614  5.118  -8.230  -0.229
O  4.464  4.445  -2.354  -0.053
O  -8.743  4.792  -0.643  0.018
O  -3.143  0.324  2.753  0.004
O  2.763  2.604  -2.421  -0.154
O  -4.017  5.267  1.498  0.003
O  -2.188  -2.063  -5.016  0.014
O  -4.517  -1.621  8.729  0.007
O  6.413  2.788  -9.327  -0.433
O  4.397  -2.695  4.024  0.019
O  7.456  -4.015  -2.083  0.024
O  4.539  4.074  -10.462  -0.341
O  5.740  0.188  -1.758  0.000
O  -1.028  0.977  -0.754  -0.006
O  -2.960  -3.203  0.337  0.002
N  5.192  -0.144  0.395  0.006
N  -3.691  -0.007  4.906  0.007
N  8.932  -3.790  -0.405  0.002
N  4.733  -2.589  6.243  0.000
N  -3.545  3.643  0.021  0.009
N  3.979  2.697  -8.254  -0.668
N  -1.722  -3.264  -6.856  -0.001
N  -5.764  -0.707  10.359  0.000
N  -9.960  4.978  -2.521  -0.004
N  -0.692  1.082  1.464  0.021
N  -4.178  -3.017  -1.542  0.002
C  8.523  -4.358  -1.577  -0.533
C  4.119  3.157  -2.267  -0.129
C  5.190  -2.577  4.957  -0.538
C  -8.865  5.279  -1.766  -0.541
C  5.495  -2.466  7.462  -0.082
C  -3.640  -1.934  3.378  0.001
C  -5.883  4.001  0.693  -0.017
C  -0.235  1.095  0.179  -0.525
C  10.139  -4.055  0.340  -0.082
C  -1.591  -3.013  -5.521  -0.531
C  -10.283  5.443  -3.849  -0.085
C  -2.055  -1.786  -1.369  0.002
C  -1.111  -4.319  -7.629  -0.082
C  -4.426  4.359  0.776  -0.549
C  -7.838  6.209  -2.349  -0.011
C  2.159  2.967  -3.714  -0.178
C  -3.470  -0.464  3.639  -0.519
C  6.668  -2.417  4.734  -0.015
C  -4.571  -0.900  9.725  -0.533
C  2.271  1.785  -4.869  -0.160
C  -3.082  -2.715  -0.786  -0.525
C  9.410  -5.394  -2.208  -0.013
C  -4.501  -2.552  -2.869  -0.085
C  -4.078  -0.765  6.072  -0.095
C  4.804  -0.901  1.561  -0.087
C  -0.710  -3.923  -4.713  -0.002
C  -3.825  2.550  -0.880  -0.083
C  -3.356  -0.212  10.280  -0.011
C  5.412  -0.600  -0.872  -0.533
C  3.831  3.030  -6.787  -0.294
C  2.321  2.504  -6.341  -0.201
C  -6.032  0.094  11.529  -0.082
C  1.243  1.255  -0.044  -0.007
C  5.242  -2.070  -1.134  -0.011
C  0.070  1.205  2.684  -0.077
H  3.868  4.188  -6.606  0.133
H  -1.243  -1.641  -0.651  0.083
H  5.944  -2.643  -0.520  0.062
H  -1.636  -2.216  -2.283  0.059
H  -3.496  0.872  10.255  0.087
H  -2.483  -0.461  9.669  0.085
H  3.728  -2.701  6.311  0.145
H  -6.243  4.135  -0.331  0.062
H  1.454  1.247  -1.117  0.065
H  -6.034  2.968  1.018  0.088
H  -7.419  5.778  -3.263  0.087
H  10.766  -4.809  -0.136  0.077
H  -5.137  0.583  11.914  0.076
H  -6.534  -1.202  9.926  0.144
H  6.563  -2.351  7.276  0.076
H  9.852  -4.395  1.338  0.082
H  4.986  2.393  -1.981  0.147
H  2.526  3.989  -4.159  0.129
H  6.879  -2.425  3.661  0.074
H  -10.605  4.347  -2.061  0.142
H  -0.102  0.308  3.282  0.081
H  0.993  3.107  -3.506  0.149
H  -4.669  -2.236  3.592  0.090
H  -3.169  -0.550  11.303  0.086
H  -5.024  -0.360  6.439  0.083
H  -3.266  1.677  -0.537  0.056
H  -3.473  2.834  -1.875  0.084
H  1.582  2.210  0.367  0.091
H  0.316  -3.883  -5.092  0.089
H  3.218  1.112  -4.727  0.122
H  -9.525  6.115  -4.251  0.076
H  7.007  -1.462  5.146  0.089
H  -3.743  -1.879  -3.271  0.057
H  8.952  -5.753  -3.134  0.087
H  1.783  0.426  0.422  0.077
H  -2.331  -2.609  -7.331  0.143
H  -6.773  0.850  11.259  0.084
H  -3.431  -2.145  2.325  0.057
H  8.282  -3.103  -0.044  0.133
H  1.138  1.320  2.498  0.069
H  -3.308  -0.628  6.835  0.073
H  -10.379  4.570  -4.499  0.083
H  10.695  -3.119  0.426  0.084
H  7.208  -3.246  5.200  0.087
H  -4.822  -3.648  -1.081  0.138
H  5.326  0.856  0.491  0.139
H  3.858  -0.496  1.928  0.078
H  -4.195  -1.828  5.859  0.082
H  5.323  -3.364  8.060  0.084
H  -4.596  -3.425  -3.519  0.081
H  -11.243  5.962  -3.801  0.083
H  -1.909  -4.912  -8.082  0.084
H  4.704  2.503  -6.212  0.128
H  9.532  -6.244  -1.531  0.086
H  4.687  -1.964  1.347  0.079
H  -0.513  -3.857  -8.418  0.084
H  1.316  1.070  -4.869  0.128
H  5.452  -2.282  -2.186  0.083
H  -1.697  0.971  1.532  0.094
H  -6.450  -0.560  12.298  0.084
H  10.382  -4.957  -2.451  0.086
H  -0.302  2.077  3.228  0.086
H  -7.025  6.354  -1.631  0.084
H  -2.508  -0.813  -1.579  0.081
H  -0.705  -3.597  -3.669  0.071
H  -2.584  3.943  0.131  0.139
H  -6.460  4.658  1.350  0.087
H  -5.461  -2.033  -2.821  0.081
H  -8.290  7.182  -2.559  0.087
H  -3.556  0.992  5.002  0.142
H  1.527  3.384  -6.435  0.132
H  -1.092  -4.947  -4.753  0.090
H  5.574  -0.765  2.324  0.071
H  -2.939  -2.506  3.991  0.091
H  5.124  -1.595  8.007  0.084
H  1.960  1.680  -7.125  0.102
H  4.213  -2.372  -0.919  0.091
H  -4.887  2.308  -0.925  0.077
H  -0.476  -4.966  -7.022  0.077

Properties
* 2S+1: 1
* orbital gap: 0.2541 Eh
* LUMO level: -1.432 eV
* total charge: 0
* DFT total energy: -6108.63114 a.u.